The following is a quantum chemistry calculation of a structure of composition C6H21CsN4O5, from the OMol25 dataset.

Summary:
Charge = +1
Expectation value of S² = 0.76
Highest occupied orbital energy (spin up / spin down) = -12.129 / -12.126 eV
Spin multiplicity = 2
E_tot = -856.257091 hartree
Kohn-Sham gap (spin up / spin down) = 0.315 / 0.127 hartree
Molar mass = 362.2 g mol⁻¹

Geometry (Å):
Cs 6.575 15.226 -8.799
O 7.428 18.259 -8.852
H 6.484 18.006 -8.847
C 7.507 17.310 -4.882
O 7.129 17.449 -3.731
N 6.731 17.389 -5.943
N 8.773 17.355 -5.130
H 5.761 17.169 -5.768
H 7.188 17.854 -6.714
H 9.097 16.922 -5.982
H 9.379 17.411 -4.324
C 9.415 18.253 -11.724
O 10.094 18.212 -12.742
N 8.229 17.666 -11.472
N 9.673 19.100 -10.786
H 7.844 16.937 -12.056
H 7.911 17.763 -10.518
H 10.451 19.717 -10.968
H 8.984 19.125 -10.049
C 11.630 16.185 -7.674
C 10.476 16.736 -8.461
O 9.248 16.665 -7.750
H 11.214 15.581 -6.868
H 12.069 17.037 -7.155
H 12.346 15.651 -8.300
H 10.444 16.213 -9.417
H 10.801 17.728 -8.775
H 8.616 17.259 -8.161
C 10.289 19.984 -6.699
C 9.425 20.833 -7.508
O 8.083 20.279 -7.509
H 11.235 20.473 -6.466
H 10.604 19.027 -7.114
H 9.835 19.856 -5.716
H 9.763 20.877 -8.543
H 9.297 21.800 -7.022
H 8.044 19.447 -7.986

The following is a quantum chemistry calculation of an isolated molecule of C4H5NO, from the OMol25 dataset.

Summary:
Charge = 0
Highest occupied orbital energy = -9.214 eV
E_tot = -285.188616 hartree
Relative energy (zero: lowest compared OMol25 entry of this formula, charge and spin) = 6.149 eV
Kohn-Sham gap = 0.366 hartree
Molar mass = 83.1 g mol⁻¹

Geometry (Å):
C -0.050 1.283 -0.542
C -0.602 0.005 0.011
N -0.036 -0.666 1.032
O 1.261 -0.188 1.246
C -1.676 -0.779 -0.657
C -0.657 -1.582 -0.426
H 0.934 1.132 -0.997
H -0.744 1.676 -1.286
H 0.077 2.002 0.273
H 1.471 -0.537 2.124
H 0.021 -2.346 -0.778

The following is a quantum chemistry calculation of an isolated molecule of C16H22O5, from the OMol25 dataset.

Summary:
Charge = 0
Highest occupied orbital energy = -8.877 eV
E_tot = -999.122070 hartree
Relative energy (zero: lowest compared OMol25 entry of this formula, charge and spin) = 0.058 eV
Kohn-Sham gap = 0.351 hartree
Molar mass = 294.3 g mol⁻¹

Geometry (Å):
C -2.664 -1.424 2.229
C -3.194 -2.366 1.156
C -3.663 -1.675 -0.106
O -3.848 -2.243 -1.152
O -3.872 -0.371 0.079
C -4.264 0.396 -1.056
C -3.091 0.665 -2.003
C -1.834 1.141 -1.275
C -1.994 2.509 -0.616
C -0.729 2.953 0.121
C -0.480 2.172 1.416
O -0.085 0.828 1.214
C 1.166 0.536 0.788
C 2.206 1.453 0.631
C 3.445 1.019 0.207
C 3.677 -0.325 -0.072
C 5.017 -0.732 -0.524
O 5.949 0.019 -0.688
O 5.130 -2.054 -0.749
C 2.637 -1.242 0.085
C 1.401 -0.816 0.508
H -3.443 -0.739 2.552
H -1.828 -0.839 1.854
H -2.327 -1.998 3.089
H -4.045 -2.935 1.539
H -2.433 -3.093 0.861
H -5.055 -0.136 -1.595
H -4.665 1.324 -0.642
H -2.859 -0.262 -2.530
H -3.412 1.405 -2.737
H -1.012 1.185 -1.994
H -1.571 0.404 -0.516
H -2.232 3.249 -1.384
H -2.821 2.483 0.094
H -0.823 4.007 0.390
H 0.132 2.848 -0.542
H 0.259 2.693 2.038
H -1.411 2.094 1.984
H 2.061 2.501 0.840
H 4.257 1.719 0.083
H 6.032 -2.255 -1.042
H 2.810 -2.285 -0.130
H 0.587 -1.512 0.636

The following is a quantum chemistry calculation of a cluster of 10 separate species, C50H115N5O10S5 in total, from the OMol25 dataset.

Summary:
Charge = 0
Highest occupied orbital energy = -8.067 eV
E_tot = -4991.044608 hartree
Relative energy (zero: lowest compared OMol25 entry of this formula, charge and spin) = 0.000 eV
Kohn-Sham gap = 0.302 hartree
Molar mass = 1106.8 g mol⁻¹

Geometry (Å):
O 3.670 -0.171 -1.819
S 4.691 0.627 -1.203
O 6.094 0.257 -1.336
C 4.401 2.321 -1.680
C 4.515 3.104 -0.364
C 3.668 2.254 0.542
C 4.355 0.908 0.550
H 3.333 2.408 -1.946
H 4.883 2.604 -2.612
H 5.540 3.223 -0.016
H 4.061 4.098 -0.430
H 2.617 2.215 0.246
H 3.605 2.721 1.539
H 3.828 0.030 0.927
H 5.316 0.995 1.050
O -3.755 -3.224 -3.865
S -3.804 -2.194 -2.883
O -3.780 -0.825 -3.244
C -5.219 -2.467 -1.805
C -4.644 -2.748 -0.443
C -3.288 -2.034 -0.333
C -2.574 -2.412 -1.617
H -5.833 -3.288 -2.153
H -5.810 -1.554 -1.890
H -5.318 -2.455 0.371
H -4.514 -3.827 -0.307
H -2.756 -2.365 0.545
H -3.478 -0.959 -0.371
H -2.209 -3.445 -1.651
H -1.693 -1.805 -1.841
O -1.088 1.154 7.679
S -1.379 2.032 6.590
O -0.284 2.594 5.815
C -2.612 1.181 5.575
C -3.810 2.078 5.544
C -3.855 2.878 6.818
C -2.442 3.351 7.114
H -2.839 0.314 6.187
H -2.161 0.933 4.625
H -3.785 2.746 4.683
H -4.714 1.477 5.465
H -4.265 2.313 7.660
H -4.516 3.742 6.720
H -2.212 3.618 8.139
H -2.212 4.198 6.464
O 7.421 -1.007 4.820
S 6.365 -0.467 4.021
O 6.245 -0.885 2.635
C 4.809 -0.673 4.878
C 4.068 0.559 4.474
C 5.022 1.759 4.572
C 6.409 1.334 4.073
H 4.981 -0.655 5.950
H 4.415 -1.620 4.519
H 3.784 0.498 3.410
H 3.142 0.825 4.985
H 5.143 2.104 5.599
H 4.549 2.554 4.002
H 7.183 1.588 4.779
H 6.594 1.672 3.059
O 3.142 -2.491 2.360
S 4.157 -3.357 1.890
O 5.130 -3.910 2.755
C 3.327 -4.710 1.057
C 3.577 -4.550 -0.439
C 4.909 -3.813 -0.578
C 4.855 -2.694 0.388
H 2.303 -4.669 1.422
H 3.788 -5.616 1.455
H 3.624 -5.529 -0.899
H 2.768 -3.957 -0.865
H 5.052 -3.463 -1.600
H 5.743 -4.471 -0.308
H 4.116 -1.934 0.097
H 5.744 -2.103 0.589
C -1.437 -3.385 3.245
C -0.923 -2.521 4.425
N -0.096 -3.225 5.296
C 0.393 -2.424 6.369
C 1.243 -1.212 5.927
C 0.946 -3.961 4.643
C 1.876 -4.751 5.585
H -0.671 -3.513 2.474
H -2.269 -2.865 2.768
H -1.743 -4.366 3.608
H -0.437 -1.602 4.009
H -1.794 -2.146 4.983
H -0.388 -2.090 7.072
H 1.013 -2.985 7.092
H 1.796 -0.776 6.762
H 2.014 -1.477 5.186
H 0.627 -0.463 5.418
H 1.588 -3.299 4.031
H 0.448 -4.712 4.018
H 2.456 -4.090 6.232
H 2.525 -5.393 5.001
H 1.291 -5.393 6.261
C -4.187 5.425 3.803
C -3.093 5.042 2.876
N -3.358 5.498 1.536
C -4.451 4.769 0.895
C -4.455 3.186 1.084
C -2.119 5.522 0.719
C -2.271 6.281 -0.515
H -4.029 5.121 4.855
H -5.180 5.000 3.597
H -4.309 6.512 3.849
H -2.180 5.528 3.224
H -2.899 3.945 2.951
H -5.387 5.149 1.362
H -4.539 5.032 -0.154
H -5.286 2.739 0.533
H -3.536 2.718 0.693
H -4.579 2.891 2.130
H -1.748 4.507 0.505
H -1.363 6.026 1.331
H -1.293 6.632 -0.868
H -2.915 7.137 -0.371
H -2.642 5.637 -1.314
C 0.678 -4.070 -3.638
C 0.228 -3.485 -4.994
N 1.017 -3.959 -6.131
C 0.895 -5.397 -6.358
C 1.889 -5.891 -7.373
C 0.805 -3.228 -7.309
C 0.948 -1.713 -7.099
H 1.764 -4.052 -3.551
H 0.325 -5.088 -3.423
H 0.215 -3.484 -2.830
H -0.872 -3.650 -5.148
H 0.404 -2.408 -4.908
H 1.134 -5.857 -5.412
H -0.159 -5.564 -6.659
H 1.605 -5.731 -8.410
H 2.852 -5.401 -7.204
H 2.080 -6.961 -7.220
H -0.195 -3.482 -7.762
H 1.548 -3.547 -8.043
H 0.147 -1.256 -6.529
H 1.146 -1.203 -8.034
H 1.849 -1.541 -6.467
C 0.956 1.435 2.291
C 0.034 1.400 1.071
N 0.466 0.499 0.079
C -0.180 0.802 -1.217
C 0.499 1.859 -2.038
C 0.184 -0.900 0.507
C 1.009 -1.897 -0.338
H 1.980 1.714 2.031
H 1.009 0.460 2.799
H 0.553 2.107 3.055
H -0.989 1.096 1.439
H -0.112 2.404 0.678
H -1.249 1.088 -1.066
H -0.194 -0.092 -1.829
H 0.753 2.762 -1.485
H -0.134 2.160 -2.880
H 1.420 1.433 -2.447
H 0.487 -1.011 1.559
H -0.912 -1.171 0.527
H 0.903 -2.939 0.008
H 0.697 -1.959 -1.386
H 2.058 -1.625 -0.251
C -4.717 2.930 -8.772
C -4.539 2.375 -7.363
N -3.185 2.061 -7.049
C -2.254 3.111 -7.338
C -2.367 4.369 -6.502
C -3.080 1.502 -5.700
C -1.695 0.980 -5.323
H -4.328 2.213 -9.513
H -4.293 3.913 -8.890
H -5.789 2.943 -8.999
H -4.983 3.155 -6.677
H -5.160 1.487 -7.237
H -1.245 2.713 -7.265
H -2.337 3.404 -8.389
H -1.845 4.252 -5.549
H -1.902 5.208 -7.024
H -3.395 4.651 -6.263
H -3.750 0.641 -5.576
H -3.398 2.236 -4.916
H -1.764 0.284 -4.484
H -1.115 1.822 -4.910
H -1.133 0.522 -6.128

The following is a quantum chemistry calculation of an isolated molecule of C22H17BrN6, from the OMol25 dataset.

Summary:
Charge = 0
Highest occupied orbital energy = -8.596 eV
E_tot = -3751.104102 hartree
Relative energy (zero: lowest compared OMol25 entry of this formula, charge and spin) = 0.501 eV
Kohn-Sham gap = 0.316 hartree
Molar mass = 445.3 g mol⁻¹

Geometry (Å):
C 2.986 1.786 -0.273
C 1.763 1.830 0.625
C 1.610 3.030 1.353
C 0.554 3.211 2.227
C -0.330 2.132 2.471
C -0.207 0.918 1.735
C 0.837 0.770 0.758
C 0.966 -0.398 -0.039
C 1.613 -1.522 0.550
C 1.801 -2.688 -0.277
C 2.427 -3.861 0.235
C 2.645 -4.943 -0.571
C 2.287 -4.891 -1.953
C 1.677 -3.722 -2.434
C 1.417 -2.632 -1.616
N 0.823 -1.537 -2.160
C 0.534 -0.470 -1.386
C -0.277 0.615 -2.090
N -1.317 1.330 -1.266
C -2.298 0.708 -0.597
N -2.508 -0.559 -0.721
C -3.520 -1.124 -0.012
N -4.331 -0.413 0.784
C -4.023 0.864 0.932
N -4.624 1.852 1.677
N -4.027 3.092 1.438
C -3.081 2.861 0.555
Br -1.991 4.272 -0.202
C -3.053 1.447 0.218
H 3.109 2.678 -0.810
H 2.919 0.991 -1.013
H 3.871 1.613 0.340
H 2.357 3.768 1.166
H 0.368 4.165 2.735
H -1.182 2.226 3.104
H -0.871 0.088 1.857
H 1.875 -1.490 1.608
H 2.738 -3.909 1.273
H 3.100 -5.834 -0.159
H 2.358 -5.778 -2.602
H 1.315 -3.565 -3.455
H 0.386 1.378 -2.470
H -0.757 0.200 -3.016
H -0.898 2.045 -0.670
H -3.616 -2.208 -0.143
H -5.425 1.673 2.291

The following is a quantum chemistry calculation of a cluster of 8 separate species, C52H83BrN9O6S in total, from the OMol25 dataset.

Summary:
Charge = -1
Highest occupied orbital energy = -4.516 eV
E_tot = -5947.257737 hartree
Kohn-Sham gap = 0.212 hartree
Molar mass = 1042.3 g mol⁻¹

Geometry (Å):
C -4.904 -6.518 0.447
C -4.221 -5.507 0.486
C -3.356 -4.147 0.513
C -2.663 -4.114 -0.905
N -2.224 -5.524 -1.196
C -2.033 -5.741 -2.652
N -2.248 -4.484 1.515
C -2.660 -5.222 2.425
S -3.100 -6.058 3.742
O -4.258 -3.171 0.897
C -4.043 -1.791 0.669
C -5.263 -1.085 1.484
C -6.492 -2.105 1.727
O -6.346 -2.869 2.947
C -4.285 -1.273 -0.841
C -5.700 -1.646 -1.437
C -5.958 -3.173 -1.749
Br -5.799 -0.709 -3.223
C -2.685 -1.147 1.264
C -2.412 -1.600 2.732
C -2.309 -2.169 3.809
O -1.680 -1.360 0.289
C -0.318 -1.347 0.626
C 0.247 -0.140 1.473
C 0.557 -0.192 2.840
C 0.450 -1.183 -0.799
C -0.265 0.048 -1.589
C 0.317 -2.663 1.248
O 0.415 -3.780 0.341
C 0.941 -4.880 1.093
C 1.155 -6.162 0.186
C -2.918 0.464 1.371
O -3.268 1.006 2.461
O -2.654 1.278 0.354
H -5.615 -7.369 0.513
H -3.327 -3.832 -1.769
H -1.725 -3.494 -0.986
H -1.362 -5.724 -0.668
H -2.953 -6.287 -3.038
H -1.899 -4.742 -3.161
H -1.160 -6.438 -2.836
H -5.611 -0.154 0.956
H -4.948 -0.818 2.546
H -6.746 -2.724 0.827
H -7.392 -1.419 1.900
H -6.311 -2.182 3.646
H -3.479 -1.618 -1.554
H -4.237 -0.134 -0.873
H -6.585 -1.256 -0.863
H -5.932 -3.859 -0.857
H -7.019 -3.245 -2.167
H -5.292 -3.515 -2.605
H -2.437 -2.594 4.839
H 0.414 0.880 1.001
H 1.199 -1.037 3.232
H 0.242 0.615 3.556
H 0.301 -2.074 -1.473
H 1.525 -0.871 -0.661
H -1.301 -0.253 -1.953
H -0.383 0.969 -0.955
H 0.320 0.303 -2.535
H -0.172 -3.028 2.197
H 1.391 -2.385 1.536
H 0.259 -5.151 1.957
H 1.933 -4.541 1.532
H 0.256 -6.851 0.269
H 2.043 -6.736 0.593
H 1.306 -5.896 -0.909
C -2.097 3.051 4.579
C -2.391 2.571 5.997
C -1.171 2.658 6.922
C -0.072 1.804 6.389
N 0.774 1.135 5.977
H -1.340 2.434 4.093
H -2.997 2.998 3.965
H -1.746 4.089 4.582
H -2.750 1.539 5.953
H -3.200 3.176 6.417
H -1.434 2.316 7.926
H -0.818 3.690 6.997
C 1.925 2.186 -7.151
C 2.330 2.186 -5.680
C 2.605 0.781 -5.138
C 1.376 -0.057 -5.250
N 0.418 -0.714 -5.347
H 0.991 1.642 -7.310
H 1.768 3.209 -7.501
H 2.701 1.729 -7.772
H 1.539 2.660 -5.094
H 3.230 2.796 -5.559
H 2.903 0.836 -4.088
H 3.414 0.305 -5.697
C -9.424 2.538 4.417
C -8.014 2.000 4.200
C -7.599 1.995 2.726
C -8.524 1.126 1.941
N -9.241 0.455 1.333
H -10.174 1.916 3.922
H -9.666 2.551 5.483
H -9.518 3.559 4.035
H -7.955 0.985 4.605
H -7.308 2.613 4.765
H -6.579 1.615 2.624
H -7.625 3.005 2.315
C 3.001 3.330 2.179
C 4.422 2.807 1.994
C 4.862 2.772 0.526
C 3.961 1.872 -0.249
N 3.262 1.177 -0.849
H 2.268 2.687 1.688
H 2.743 3.364 3.239
H 2.900 4.341 1.771
H 4.488 1.803 2.424
H 5.112 3.444 2.556
H 5.879 2.406 0.450
H 4.829 3.773 0.091
C 9.705 0.329 -0.346
C 10.256 1.448 -1.224
C 9.714 2.827 -0.842
C 8.229 2.849 -0.989
N 7.079 2.867 -1.102
H 8.621 0.236 -0.446
H 10.140 -0.630 -0.636
H 9.940 0.504 0.708
H 10.015 1.233 -2.266
H 11.345 1.460 -1.143
H 10.147 3.593 -1.488
H 9.973 3.068 0.192
C -5.206 5.085 -2.805
C -5.873 3.763 -3.171
C -7.242 3.584 -2.511
C -7.091 3.603 -1.028
N -6.961 3.617 0.119
H -5.006 5.151 -1.734
H -4.248 5.182 -3.320
H -5.834 5.934 -3.092
H -5.213 2.941 -2.882
H -5.992 3.714 -4.257
H -7.683 2.632 -2.814
H -7.922 4.385 -2.813
C 14.417 -0.530 -2.865
C 14.963 0.592 -3.742
C 14.413 1.968 -3.358
C 12.928 1.983 -3.506
N 11.779 1.994 -3.621
H 13.334 -0.629 -2.965
H 14.858 -1.487 -3.155
H 14.651 -0.354 -1.811
H 14.722 0.375 -4.786
H 16.053 0.609 -3.660
H 14.842 2.738 -4.003
H 14.671 2.210 -2.324

The following is a quantum chemistry calculation of the ion C6H12N with charge +1, from the OMol25 dataset.

Summary:
Charge = +1
Highest occupied orbital energy = -13.787 eV
E_tot = -290.102485 hartree
Relative energy (zero: lowest compared OMol25 entry of this formula, charge and spin) = 5.971 eV
Kohn-Sham gap = 0.244 hartree
Molar mass = 98.2 g mol⁻¹

Geometry (Å):
C 1.441 -2.246 0.337
N 0.697 -1.218 0.122
C 1.007 0.099 -0.520
C 1.463 -0.055 -1.810
C 0.269 1.202 0.095
C -1.273 1.214 -0.074
C -2.011 0.654 1.158
H 1.828 -3.105 -0.359
H 1.862 -2.536 1.379
H -0.298 -1.381 0.451
H 2.245 -0.763 -2.143
H 1.359 0.848 -2.436
H 0.523 1.110 1.210
H 0.700 2.157 -0.220
H -1.766 2.260 -0.307
H -1.548 0.505 -1.000
H -3.025 0.201 0.775
H -2.063 1.357 1.986
H -1.411 -0.304 1.356